C19H22N4O4S2 | ωB97M-V/def2-TZVPD

Calculated values
Orbital gap (hartree): 0.3133
SMILES: CCCCN(CC)S(=O)(=O)c1ccc(C(=O)Nc2nnc(-c3cccs3)o2)cc1
HOMO level (eV): -8.36

The geometry in ORCA input format:
```
! RIJCOSX wB97M-V def2-TZVPD def2/J DEFGRID3
* xyz 0 1
C 4.02 1.70 -4.24
C 2.52 1.53 -4.05
C 2.16 0.29 -3.23
C 2.65 0.39 -1.78
N 2.01 -0.59 -0.93
C 2.44 -1.97 -0.98
C 3.82 -2.22 -0.39
S 1.36 -0.11 0.51
O 1.24 1.32 0.51
O 2.00 -0.74 1.64
C -0.30 -0.80 0.38
C -1.14 -0.29 -0.60
C -2.44 -0.74 -0.68
C -2.90 -1.68 0.24
C -4.33 -2.11 0.22
O -4.81 -2.90 -0.55
N -5.11 -1.51 1.19
C -4.76 -0.54 2.08
N -5.53 -0.08 3.02
N -4.83 0.87 3.66
C -3.67 0.95 3.09
C -2.57 1.80 3.41
C -1.36 1.86 2.77
C -0.49 2.81 3.35
C -1.06 3.44 4.41
S -2.66 2.91 4.74
O -3.56 0.07 2.05
C -2.04 -2.21 1.19
C -0.73 -1.77 1.26
H 4.51 1.90 -3.30
H 4.22 2.54 -4.91
H 4.46 0.81 -4.68
H 2.11 2.41 -3.56
H 2.04 1.44 -5.03
H 1.08 0.17 -3.21
H 2.59 -0.59 -3.70
H 3.74 0.29 -1.74
H 2.38 1.36 -1.36
H 2.40 -2.30 -2.02
H 1.69 -2.54 -0.42
H 4.04 -3.28 -0.41
H 3.84 -1.87 0.64
H 4.59 -1.70 -0.96
H -0.76 0.47 -1.27
H -3.12 -0.34 -1.42
H -6.08 -1.81 1.25
H -1.10 1.26 1.92
H 0.50 2.99 2.98
H -0.62 4.20 5.03
H -2.40 -2.96 1.88
H -0.04 -2.13 2.00
*
```

Löwdin atomic charge list, values in e, 2 entries: C -0.110; C -0.263



C19H22N4O5S2 | ωB97M-V/def2-TZVPD

Calculated values
Orbital gap (hartree): 0.3074
SMILES: COc1cccc(N2C[C@@H](C(=O)Nc3nnc(SCCC4OCCO4)s3)CC2=O)c1
HOMO level (eV): -8.09

The geometry in ORCA input format:
```
! RIJCOSX wB97M-V def2-TZVPD def2/J DEFGRID3
* xyz 0 1
C 8.02 1.51 1.27
O 8.13 0.12 1.09
C 7.05 -0.57 0.62
C 7.23 -1.94 0.44
C 6.19 -2.71 -0.04
C 4.97 -2.15 -0.35
C 4.78 -0.78 -0.18
N 3.54 -0.18 -0.47
C 3.18 1.09 0.10
C 1.67 1.21 -0.15
C 1.26 2.64 -0.41
O 2.02 3.54 -0.66
N -0.10 2.90 -0.40
C -1.16 2.10 -0.11
N -1.12 0.85 0.21
N -2.31 0.31 0.43
C -3.30 1.13 0.30
S -4.98 0.76 0.50
C -4.84 -1.01 0.96
C -5.93 -1.81 0.28
C -7.32 -1.39 0.81
O -8.37 -2.00 0.12
C -8.69 -1.16 -0.96
C -8.17 0.23 -0.54
O -7.52 0.00 0.70
S -2.81 2.76 -0.16
C 1.45 0.33 -1.38
C 2.61 -0.66 -1.34
O 2.68 -1.67 -2.01
C 5.82 0.01 0.30
H 8.99 1.83 1.64
H 7.80 2.02 0.32
H 7.25 1.77 2.00
H 8.19 -2.37 0.69
H 6.34 -3.77 -0.17
H 4.17 -2.76 -0.73
H 3.69 1.92 -0.40
H 3.42 1.12 1.17
H 1.09 0.82 0.69
H -0.33 3.87 -0.61
H -4.92 -1.07 2.04
H -3.85 -1.32 0.64
H -5.80 -2.87 0.48
H -5.90 -1.65 -0.80
H -7.40 -1.66 1.88
H -8.21 -1.50 -1.88
H -9.78 -1.19 -1.09
H -8.98 0.95 -0.35
H -7.48 0.65 -1.27
H 1.52 0.90 -2.30
H 0.50 -0.20 -1.36
H 5.68 1.07 0.42
*
```

Löwdin atomic charge list, values in e, 2 entries: C -0.091; O -0.083



C19H22N4O7 | ωB97M-V/def2-TZVPD

Calculated values
Orbital gap (hartree): 0.3113
SMILES: O=C1CC[C@H](N2C(=O)c3ccccc3C2=O)C(=O)N1.CNC(=O)[C@H](CO)NC(C)=O
HOMO level (eV): -9.19

The geometry in ORCA input format:
```
! RIJCOSX wB97M-V def2-TZVPD def2/J DEFGRID3
* xyz 0 1
O -0.04 1.80 2.24
C -0.41 1.78 1.09
C -1.80 2.30 0.71
C -2.27 1.70 -0.63
C -1.18 1.88 -1.70
N -1.62 1.32 -2.98
C -1.77 -0.02 -3.29
O -1.72 -0.93 -2.47
C -2.08 -0.17 -4.71
C -2.35 -1.28 -5.51
C -2.64 -1.09 -6.87
C -2.66 0.21 -7.41
C -2.38 1.32 -6.60
C -2.09 1.11 -5.24
C -1.77 2.02 -4.15
O -1.72 3.24 -4.24
C 0.16 1.31 -1.18
O 1.04 0.93 -1.93
N 0.46 1.31 0.15
H -1.75 3.39 0.64
H -2.51 2.04 1.50
H -2.49 0.64 -0.49
H -3.20 2.19 -0.95
H -1.01 2.96 -1.83
H -2.33 -2.28 -5.08
H -2.84 -1.94 -7.51
H -2.88 0.35 -8.46
H -2.39 2.33 -7.00
H 1.39 1.03 0.43
C 3.38 1.88 4.04
N 2.33 0.91 3.72
C 2.53 -0.39 3.51
O 3.66 -0.88 3.57
C 1.30 -1.26 3.20
C 0.62 -1.79 4.47
O 0.14 -0.72 5.25
N 1.50 -2.32 2.19
C 2.24 -3.43 2.20
C 2.84 -3.99 3.48
O 2.37 -4.07 1.17
H 2.95 2.81 4.40
H 3.98 2.08 3.14
H 4.04 1.46 4.81
H 1.38 1.26 3.64
H 0.57 -0.58 2.75
H -0.22 -2.43 4.19
H 1.33 -2.36 5.06
H -0.19 -1.06 6.08
H 1.14 -2.12 1.27
H 3.44 -4.86 3.22
H 3.48 -3.25 3.96
H 2.04 -4.30 4.15
*
```

Löwdin atomic charge list, values in e, 2 entries: O 0.063; C -0.414



C19H22N6 | ωB97M-V/def2-TZVPD

Calculated values
Orbital gap (hartree): 0.2971
SMILES: CCCCc1c(C)nn(-c2nnc3c4ccccc4n(C)c3n2)c1C
HOMO level (eV): -8.35

The geometry in ORCA input format:
```
! RIJCOSX wB97M-V def2-TZVPD def2/J DEFGRID3
* xyz 0 1
C 4.18 6.17 0.69
C 2.96 5.46 1.38
C 2.17 4.64 0.36
C 0.80 4.05 0.88
C 0.58 2.65 0.22
C 0.19 2.45 -1.10
C 0.18 3.57 -2.16
N -0.08 1.23 -1.51
N 0.06 0.50 -0.33
C -0.26 -0.85 -0.21
N -0.54 -1.64 -1.30
N -0.75 -2.95 -1.26
C -0.48 -3.53 -0.10
C -0.37 -4.91 0.31
C -0.46 -6.04 -0.50
C -0.47 -7.36 -0.11
C -0.62 -7.53 1.31
C -0.61 -6.36 2.20
C -0.53 -5.05 1.73
N -0.52 -3.70 2.13
C -1.05 -3.15 3.39
C -0.34 -2.76 1.04
N -0.16 -1.43 1.06
C 0.55 1.39 0.66
C 1.12 0.96 2.04
H 5.10 5.59 0.78
H 4.39 7.14 1.05
H 3.93 6.37 -0.33
H 3.30 4.86 2.26
H 2.29 6.22 1.74
H 1.86 5.36 -0.35
H 2.78 3.91 -0.13
H 0.90 3.86 2.03
H -0.01 4.66 0.77
H -0.46 3.20 -2.98
H 1.18 3.63 -2.53
H 0.00 4.55 -1.82
H -0.44 -5.78 -1.59
H -0.54 -8.16 -0.84
H -0.75 -8.53 1.81
H -0.74 -6.42 3.26
H -0.42 -3.42 4.30
H -2.00 -3.64 3.59
H -1.10 -2.05 3.33
H 1.74 0.02 1.92
H 0.29 0.89 2.71
H 1.69 1.77 2.49
*
```

Löwdin atomic charge list, values in e, 2 entries: C -0.095; C -0.243



C19H22N6O3 | ωB97M-V/def2-TZVPD

Calculated values
Orbital gap (hartree): 0.3278
SMILES: CC(C)CC(=O)Nc1ccc(-c2nnn(CC(=O)NCc3ccco3)n2)cc1
HOMO level (eV): -8.36

The geometry in ORCA input format:
```
! RIJCOSX wB97M-V def2-TZVPD def2/J DEFGRID3
* xyz 0 1
C 6.32 3.15 1.35
C 5.09 2.61 0.63
C 4.59 3.60 -0.41
C 5.42 1.26 -0.03
C 4.19 0.62 -0.65
O 4.00 0.57 -1.84
N 3.33 0.13 0.29
C 2.10 -0.49 0.12
C 1.53 -0.73 -1.13
C 0.30 -1.35 -1.22
C -0.38 -1.74 -0.08
C -1.69 -2.35 -0.19
N -2.32 -2.59 -1.36
N -3.46 -3.09 -1.07
N -3.53 -3.17 0.24
C -4.75 -3.49 0.93
C -5.57 -2.18 0.98
O -5.94 -1.68 2.01
N -5.78 -1.67 -0.26
C -5.94 -0.23 -0.44
C -4.59 0.36 -0.68
C -3.56 0.61 0.18
C -2.46 1.00 -0.62
C -2.89 0.95 -1.90
O -4.18 0.56 -1.95
N -2.45 -2.72 0.84
C 0.18 -1.50 1.18
C 1.40 -0.88 1.27
H 6.66 2.46 2.12
H 6.09 4.10 1.83
H 7.13 3.31 0.65
H 4.29 2.46 1.37
H 4.32 4.55 0.06
H 3.72 3.21 -0.94
H 5.37 3.80 -1.14
H 5.85 0.58 0.71
H 6.15 1.42 -0.82
H 3.62 0.23 1.26
H 2.06 -0.43 -2.02
H -0.14 -1.53 -2.19
H -5.28 -4.27 0.37
H -4.52 -3.81 1.94
H -5.35 -2.15 -1.04
H -6.39 0.17 0.47
H -6.59 -0.05 -1.30
H -3.59 0.52 1.25
H -1.48 1.26 -0.28
H -2.41 1.15 -2.83
H -0.36 -1.80 2.06
H 1.84 -0.70 2.25
*
```

Löwdin atomic charge list, values in e, 2 entries: C -0.080; C -0.436



C19H22N6O4SSn | ωB97M-V/def2-TZVPD

Calculated values
Orbital gap (alpha / beta) (hartree): 0.2298 / 0.1924
HOMO level (alpha / beta) (eV): -14.35 / -14.30

The geometry in ORCA input format:
```
! RIJCOSX wB97M-V def2-TZVPD def2/J DEFGRID3
* xyz 2 1
Sn -0.29 -2.42 0.54
N -1.49 5.71 2.01
C -1.25 4.41 2.09
C -1.77 3.52 1.09
C -1.51 2.19 1.19
C -0.73 1.71 2.26
C -0.22 2.56 3.26
C -0.48 3.90 3.18
S -0.39 -0.03 2.37
O -1.58 -0.72 1.88
O 0.03 -0.29 3.71
N 0.69 -0.41 1.22
C 2.00 0.01 1.43
N 2.19 1.05 2.23
C 3.45 1.40 2.48
C 4.52 0.74 1.90
C 4.21 -0.27 1.01
N 2.95 -0.65 0.77
H -2.07 6.09 1.28
H -1.15 6.35 2.71
H -2.37 3.92 0.29
H -1.91 1.49 0.47
H 0.34 2.14 4.07
H -0.11 4.58 3.94
H 3.60 2.23 3.15
H 5.55 1.01 2.12
H 4.98 -0.80 0.47
N 1.37 -2.37 -1.23
C 1.76 -3.49 -2.10
C 2.55 -4.60 -1.45
C 1.58 -5.36 -0.32
O 1.55 -6.54 -0.54
O 1.12 -4.51 0.43
H 1.03 -1.62 -1.83
H 2.17 -1.98 -0.72
H 2.41 -3.14 -2.91
H 0.86 -3.89 -2.57
H 3.38 -4.26 -0.83
H 2.88 -5.33 -2.17
C -4.09 0.79 -3.89
C -3.16 0.07 -2.96
C -3.52 -1.13 -2.36
C -2.63 -1.76 -1.51
N -1.42 -1.27 -1.23
C -1.07 -0.10 -1.78
C -1.90 0.59 -2.64
H -4.78 0.10 -4.36
H -3.54 1.33 -4.65
H -4.68 1.52 -3.33
H -4.48 -1.58 -2.56
H -2.90 -2.70 -1.03
H -0.09 0.28 -1.52
H -1.57 1.52 -3.08
*
```

Löwdin atomic charge list, values in e, 2 entries: Sn 1.467; N 0.263



C19H22NO6P2Pt | ωB97M-V/def2-TZVPD

Calculated values
Orbital gap (alpha / beta) (hartree): 0.2779 / 0.2500
HOMO level (alpha / beta) (eV): -10.21 / -12.70

The geometry in ORCA input format:
```
! RIJCOSX wB97M-V def2-TZVPD def2/J DEFGRID3
* xyz 1 5
Pt -0.05 0.51 0.22
O -3.96 4.57 2.94
C -3.17 3.64 2.39
C -2.93 2.40 2.98
C -2.09 1.52 2.32
N -1.52 1.84 1.17
C -1.75 3.02 0.59
C -2.57 3.96 1.17
C -1.04 3.22 -0.75
O -1.13 4.24 -1.37
O -0.34 2.17 -1.13
C -1.74 0.13 2.82
O -2.13 -0.26 3.90
O -1.03 -0.56 1.98
H -4.33 4.26 3.78
H -3.38 2.09 3.92
H -2.74 4.91 0.68
C 1.66 0.57 -3.23
P 1.80 0.06 -1.49
C 3.44 0.66 -1.00
C 1.84 -1.75 -1.50
C 3.00 -2.49 -1.75
C 2.97 -3.87 -1.71
C 1.79 -4.54 -1.42
C 0.63 -3.82 -1.18
C 0.64 -2.43 -1.22
P -0.85 -1.45 -0.90
C -1.61 -1.03 -2.48
C -2.04 -2.51 -0.05
H 2.56 0.28 -3.76
H 1.53 1.65 -3.29
H 0.81 0.09 -3.71
H 4.23 0.17 -1.56
H 3.61 0.51 0.06
H 3.47 1.73 -1.23
H 3.93 -1.98 -1.97
H 3.87 -4.43 -1.90
H 1.77 -5.62 -1.38
H -0.29 -4.35 -0.95
H -1.71 -1.92 -3.11
H -1.04 -0.27 -3.00
H -2.61 -0.62 -2.29
H -2.36 -3.33 -0.70
H -2.91 -1.91 0.20
H -1.62 -2.89 0.87
C 1.45 1.00 3.30
C 1.52 0.17 2.06
O 2.11 -0.84 1.86
H 2.46 1.08 3.73
H 0.81 0.46 4.01
H 1.04 1.98 3.10
*
```

Löwdin atomic charge list, values in e, 2 entries: Pt 1.131; O 0.120



C19H23ClFN3O2S | ωB97M-V/def2-TZVPD

Calculated values
Orbital gap (hartree): 0.3258
SMILES: CN(CCc1ccccn1)[C@H]1CCCN(S(=O)(=O)c2ccc(F)c(Cl)c2)C1
HOMO level (eV): -8.38

The geometry in ORCA input format:
```
! RIJCOSX wB97M-V def2-TZVPD def2/J DEFGRID3
* xyz 0 1
C 2.50 0.69 -2.47
N 2.16 0.20 -1.16
C 3.23 -0.55 -0.54
C 3.06 -2.06 -0.80
C 1.79 -2.52 -0.16
C 0.56 -2.36 -0.80
C -0.59 -2.76 -0.14
C -0.47 -3.31 1.12
C 0.79 -3.43 1.67
N 1.89 -3.05 1.05
C 1.44 1.12 -0.29
C 2.02 2.53 -0.18
C 1.20 3.35 0.80
C -0.26 3.39 0.34
N -0.81 2.06 0.18
S -1.29 1.30 1.58
O -0.30 0.41 2.13
O -1.84 2.30 2.45
C -2.64 0.28 0.97
C -2.88 -0.94 1.57
C -3.95 -1.71 1.15
C -4.76 -1.24 0.13
F -5.79 -1.99 -0.28
C -4.53 0.00 -0.47
Cl -5.55 0.56 -1.74
C -3.45 0.76 -0.04
C -0.04 1.21 -0.71
H 1.64 1.18 -2.93
H 3.34 1.40 -2.47
H 2.77 -0.16 -3.10
H 3.23 -0.39 0.54
H 4.21 -0.22 -0.93
H 3.03 -2.24 -1.88
H 3.90 -2.59 -0.36
H 0.52 -1.93 -1.79
H -1.56 -2.65 -0.61
H -1.34 -3.65 1.67
H 0.94 -3.85 2.66
H 1.43 0.67 0.71
H 3.06 2.48 0.15
H 2.00 3.02 -1.16
H 1.24 2.89 1.79
H 1.58 4.37 0.88
H -0.89 3.89 1.08
H -0.35 3.91 -0.62
H -2.22 -1.27 2.35
H -4.17 -2.67 1.59
H -3.25 1.73 -0.48
H -0.49 0.22 -0.69
H -0.13 1.62 -1.72
*
```

Löwdin atomic charge list, values in e, 2 entries: C -0.080; N -0.193



C19H23ClN4O3 | ωB97M-V/def2-TZVPD

Calculated values
Orbital gap (hartree): 0.3435
SMILES: O=C(C1CCN(Cc2nc(-c3ccc(Cl)cc3)no2)CC1)N1CCOCC1
HOMO level (eV): -8.89

The geometry in ORCA input format:
```
! RIJCOSX wB97M-V def2-TZVPD def2/J DEFGRID3
* xyz 0 1
O 0.77 3.56 -1.20
C 1.09 2.68 -1.98
C 0.09 1.71 -2.59
C -1.34 2.25 -2.52
C -1.90 2.24 -1.10
N -1.83 0.90 -0.54
C -2.49 0.83 0.75
C -2.62 -0.58 1.19
N -2.11 -1.13 2.24
C -2.54 -2.43 2.16
C -2.20 -3.44 3.14
C -1.41 -3.11 4.24
C -1.09 -4.06 5.18
C -1.56 -5.36 5.02
Cl -1.16 -6.56 6.20
C -2.35 -5.71 3.93
C -2.67 -4.75 2.99
N -3.27 -2.64 1.09
O -3.33 -1.45 0.46
C -0.45 0.47 -0.46
C 0.12 0.35 -1.87
N 2.39 2.53 -2.34
C 2.99 1.54 -3.21
C 4.05 0.76 -2.42
O 5.02 1.61 -1.87
C 4.43 2.57 -1.02
C 3.39 3.41 -1.77
H 0.34 1.57 -3.65
H -1.36 3.28 -2.90
H -1.98 1.63 -3.15
H -2.95 2.54 -1.13
H -1.35 2.97 -0.48
H -3.49 1.25 0.65
H -1.95 1.38 1.55
H -1.06 -2.09 4.33
H -0.48 -3.81 6.03
H -2.70 -6.72 3.83
H -3.28 -4.99 2.14
H -0.41 -0.50 0.03
H 0.16 1.18 0.13
H 1.14 -0.05 -1.82
H -0.50 -0.36 -2.43
H 2.26 0.86 -3.62
H 3.49 2.07 -4.04
H 4.58 0.07 -3.08
H 3.56 0.19 -1.62
H 5.25 3.20 -0.65
H 3.95 2.06 -0.17
H 2.89 4.10 -1.09
H 3.89 3.97 -2.57
*
```

Löwdin atomic charge list, values in e, 2 entries: O 0.057; C -0.414



Record order is preserved below.
Total energy: -2053.55846; -2128.80977; -1483.02552; -1065.62299; -1291.48296; -1978.63885; -2045.15569; -2010.79050; -1642.74147 Ha
Record order is preserved below.
ΔE to the lowest compared entry with this formula, charge and spin: 2.752; 2.270; 0.000; 5.624; 0.782; 0.868; 0.623; 0.096; 0.030 eV
Record order is preserved below.
Largest force on an atom: 0.03445; 0.03455; 0.07338; 0.12217; 0.02065; 0.01379; 0.00808; 0.02041; 0.02444 Eh/bohr